Version a
Molecular formula: C18H34NOPSTa
Method: DFT, ωB97M-V with the def2-TZVPD basis set

**HOMO level**: -10.56 eV
**Net charge**: +1

Last column: natural (NBO) charge in e.
Positions of all 57 atoms, in Å:
Ta  0.184  -0.487  1.279  1.37
C  -1.297  3.524  1.546  -0.62
C  -1.375  2.974  0.122  -0.51
C  -2.751  2.354  -0.131  -0.62
P  -0.038  1.723  -0.205  1.02
C  1.586  2.613  0.000  -0.52
C  2.125  2.374  1.416  -0.60
C  1.552  4.109  -0.320  -0.62
C  -0.086  1.280  -2.019  -0.50
C  0.062  2.476  -2.961  -0.61
C  -1.321  0.450  -2.416  -0.62
H  -2.148  4.183  1.724  0.23
H  -0.393  4.103  1.727  0.21
H  -1.349  2.707  2.264  0.23
H  -1.194  3.785  -0.588  0.23
H  -2.861  1.428  0.437  0.23
H  -2.915  2.142  -1.184  0.22
H  -3.525  3.050  0.193  0.23
H  2.257  2.119  -0.711  0.23
H  1.433  2.745  2.173  0.22
H  3.075  2.893  1.549  0.24
H  2.316  1.310  1.605  0.19
H  0.952  4.659  0.403  0.21
H  1.162  4.314  -1.315  0.22
H  2.567  4.508  -0.275  0.23
H  0.807  0.654  -2.121  0.22
H  -0.715  3.221  -2.782  0.21
H  -0.050  2.125  -3.988  0.23
H  1.037  2.954  -2.881  0.21
H  -2.075  1.088  -2.874  0.21
H  -1.767  -0.059  -1.569  0.23
H  -1.042  -0.305  -3.152  0.23
C  -1.203  0.247  2.567  -0.89
H  -2.271  0.041  2.592  0.22
H  -0.894  0.767  3.482  0.20
C  2.837  -3.769  1.191  -0.79
S  1.506  -2.802  1.927  1.25
C  1.802  -3.243  3.646  -0.79
O  2.029  -1.354  1.847  -0.94
H  3.779  -3.311  1.488  0.26
H  2.715  -3.743  0.110  0.26
H  2.762  -4.795  1.545  0.26
H  1.685  -4.318  3.766  0.26
H  1.067  -2.720  4.256  0.27
H  2.811  -2.921  3.903  0.25
N  -0.797  -1.569  0.214  -0.76
C  -0.958  -2.663  -0.597  0.09
C  0.098  -3.049  -1.446  -0.27
C  -0.020  -4.146  -2.280  -0.19
C  -1.189  -4.894  -2.287  -0.22
C  -2.240  -4.525  -1.458  -0.20
C  -2.133  -3.424  -0.626  -0.18
H  0.997  -2.438  -1.459  0.19
H  0.797  -4.416  -2.938  0.22
H  -1.282  -5.751  -2.940  0.22
H  -3.158  -5.098  -1.466  0.22
H  -2.954  -3.127  0.015  0.22

Version b
Molecular formula: C18H34NOPSTa
Method: DFT, ωB97M-V with the def2-TZVPD basis set

**HOMO level**: -10.48 eV
**Net charge**: +1

Last column: natural (NBO) charge in e.
Positions of all 57 atoms, in Å:
Ta  -0.750  -0.192  0.364  1.45
C  -1.740  0.197  4.102  -0.61
C  -0.348  0.811  3.940  -0.54
C  -0.474  2.310  3.669  -0.61
P  0.561  -0.022  2.568  1.01
C  0.826  -1.789  3.067  -0.51
C  -0.264  -2.677  2.460  -0.61
C  0.969  -2.047  4.567  -0.61
C  2.241  0.731  2.406  -0.50
C  2.934  1.032  3.734  -0.62
C  2.245  1.952  1.483  -0.61
H  -2.283  0.717  4.891  0.24
H  -1.713  -0.860  4.362  0.21
H  -2.322  0.310  3.181  0.20
H  0.222  0.656  4.860  0.24
H  -0.919  2.487  2.687  0.21
H  0.485  2.822  3.705  0.22
H  -1.120  2.765  4.421  0.23
H  1.767  -2.044  2.568  0.24
H  -1.266  -2.391  2.782  0.21
H  -0.112  -3.716  2.760  0.25
H  -0.225  -2.680  1.363  0.21
H  0.024  -1.903  5.092  0.21
H  1.713  -1.406  5.034  0.22
H  1.278  -3.080  4.729  0.23
H  2.789  -0.066  1.892  0.24
H  2.421  1.820  4.288  0.21
H  3.947  1.385  3.536  0.23
H  3.015  0.159  4.377  0.21
H  1.725  2.800  1.926  0.21
H  1.779  1.732  0.523  0.23
H  3.277  2.256  1.304  0.23
C  0.845  -0.907  -0.532  -0.95
H  1.535  -0.354  -1.166  0.23
H  1.070  -1.979  -0.545  0.21
C  -4.752  -2.071  -0.960  -0.80
S  -3.403  -0.912  -1.098  1.27
C  -4.264  0.615  -0.763  -0.82
O  -2.603  -1.189  0.199  -0.97
H  -5.268  -1.929  -0.013  0.25
H  -4.330  -3.071  -1.026  0.27
H  -5.421  -1.900  -1.803  0.26
H  -4.981  0.770  -1.570  0.26
H  -3.524  1.415  -0.770  0.28
H  -4.768  0.546  0.199  0.25
N  -0.900  1.473  -0.250  -0.80
C  -1.035  2.721  -0.819  0.18
C  -1.014  2.850  -2.212  -0.26
C  -1.172  4.097  -2.797  -0.20
C  -1.347  5.226  -2.011  -0.21
C  -1.364  5.103  -0.629  -0.20
C  -1.212  3.863  -0.032  -0.26
H  -0.858  1.967  -2.820  0.22
H  -1.152  4.186  -3.875  0.22
H  -1.468  6.196  -2.473  0.22
H  -1.496  5.981  -0.010  0.22
H  -1.223  3.763  1.045  0.21

Last place for stability: version a